A molecular structure, C2H8O5Si at a distorted geometry, computed with ωB97M-V with the def2-TZVPD basis set.

The geometry in XYZ format:
```
16
C2H8O5Si (ωB97M-V with the def2-TZVPD basis set)
C 1.9759 -1.1931 -0.0463
C 2.2765 0.2552 0.3354
O 1.7089 1.2998 0.1357
O -2.6158 -0.9628 -0.9738
O -2.8226 1.0182 0.6508
O -0.4712 1.1407 -0.9154
O -0.8225 -0.7610 1.1905
Si -1.8098 -0.2026 0.2264
H 2.6916 -1.8827 0.4132
H 1.1295 -1.4759 0.5419
H 1.8291 -1.2040 -1.1905
H 3.3284 0.1934 0.8740
H 0.3670 0.8865 -0.6353
H -3.5490 -0.9671 -0.8319
H -2.4027 1.8170 0.8962
H -0.8134 2.0383 -0.6711
```

spin multiplicity: 1
HOMO-LUMO gap: 10.31 eV
energy above the lowest of the compared OMol25 structures with the same formula, charge and spin: 51.7 kcal per mole
HOMO: -10.083 eV

A molecular structure, HNO2S at a distorted geometry, computed with ωB97M-V with the def2-TZVPD basis set.

The geometry in XYZ format:
```
5
HNO2S (ωB97M-V with the def2-TZVPD basis set)
N -0.0542 -0.2402 -0.2150
O -2.0720 0.4623 1.8304
O 1.1492 -0.2733 -0.9632
S -0.7435 1.1077 0.1642
H 1.7205 -1.0566 -0.8164
```

spin multiplicity: 3
expectation value of S²: 2.11
HOMO-LUMO gap (alpha / beta): 7.52 / 8.33 eV
energy above the lowest of the compared OMol25 structures with the same formula, charge and spin: 73.0 kcal per mole
HOMO (alpha / beta): -9.060 / -10.091 eV

A molecular structure, C3H6N2O at a distorted geometry, computed with ωB97M-V with the def2-TZVPD basis set.

The geometry in XYZ format:
```
12
C3H6N2O (ωB97M-V with the def2-TZVPD basis set)
N -0.8629 -1.2329 -0.8501
C -0.3470 0.0610 -0.5640
C -0.8393 0.7983 0.6745
O 0.5054 1.0905 1.0889
C 1.0228 0.2912 0.0768
N 2.1907 -0.1076 -0.1307
H -0.3654 -1.6371 -1.6393
H -0.7868 -1.7878 0.1298
H -0.4827 0.7334 -1.4163
H -1.4609 1.6768 0.6169
H -1.4131 -0.1213 1.4342
H 2.8392 0.2356 0.5793
```

spin multiplicity: 1
HOMO-LUMO gap: 10.69 eV
energy above the lowest of the compared OMol25 structures with the same formula, charge and spin: 62.0 kcal per mole
HOMO: -9.741 eV

A molecular structure, C12H20KN6O2 at a distorted geometry, computed with ωB97M-V with the def2-TZVPD basis set.

The geometry in XYZ format:
```
41
C12H20KN6O2 (ωB97M-V with the def2-TZVPD basis set)
K 0.3237 -0.6707 -0.0447
C 0.4436 3.0578 2.6713
C 0.1835 1.5731 2.6575
C 1.2414 0.6656 2.6920
C 1.0157 -0.7083 2.7340
C 2.1707 -1.6790 2.8120
C -0.2993 -1.1709 2.7374
C -1.3788 -0.2898 2.7059
C -2.7945 -0.8068 2.7692
C -1.1197 1.0781 2.6511
H 0.5047 3.4179 3.7013
H -0.3591 3.6089 2.1798
H 1.3868 3.3040 2.1821
H 2.2601 1.0405 2.7122
H 3.0662 -1.2772 2.3365
H 1.9261 -2.6356 2.3468
H 2.4208 -1.8831 3.8550
H -0.4884 -2.2388 2.7966
H -3.1001 -0.9401 3.8096
H -2.8900 -1.7749 2.2754
H -3.4949 -0.1096 2.3086
H -1.9517 1.7748 2.6257
N -1.3172 1.7086 -2.1168
N -1.8629 0.9298 -3.1328
C -1.7457 -0.4172 -3.1254
N -2.2700 -1.0859 -4.1491
N -1.0995 -0.9326 -2.0829
N -0.9251 -2.2706 -1.9737
O -1.3558 -3.0828 -2.7926
O -0.2858 -2.6041 -0.9656
H -2.0208 2.3339 -1.7517
H -0.5213 2.2317 -2.4584
H -2.2798 1.3712 -3.9339
H -2.7725 -0.6193 -4.8826
H -2.2040 -2.0913 -4.1246
C 3.9519 0.1921 -3.6821
C 2.9005 0.2158 -2.6661
N 2.0818 0.2273 -1.8601
H 3.9355 -0.7586 -4.2106
H 4.9244 0.3173 -3.2105
H 3.7997 0.9987 -4.3957
```

spin multiplicity: 1
net charge: +1
HOMO-LUMO gap: 8.92 eV
energy above the lowest of the compared OMol25 structures with the same formula, charge and spin: 16.8 kcal per mole
HOMO: -11.714 eV

A molecular structure, C12H21I2O3PS8V at a distorted geometry, computed with ωB97M-V with the def2-TZVPD basis set.

The geometry in XYZ format:
```
48
C12H21I2O3PS8V (ωB97M-V with the def2-TZVPD basis set)
V 0.6040 0.2606 -0.4097
C 1.6386 -2.2585 -2.1685
C 2.9770 -1.6011 -1.8875
S 2.7515 0.1345 -1.3262
C 3.8787 0.2006 0.0937
C 3.4212 -0.6181 1.2831
S 1.6237 -0.4063 1.6173
C 1.1440 -2.1458 1.8307
C 1.1713 -2.9540 0.5452
S 0.4027 -2.0276 -0.8462
H 1.7383 -3.3306 -2.3359
H 1.1645 -1.8220 -3.0498
H 3.5818 -1.5663 -2.7922
H 3.5366 -2.1330 -1.1181
H 3.9223 1.2619 0.3406
H 4.8654 -0.1163 -0.2451
H 3.9498 -0.3000 2.1809
H 3.6053 -1.6823 1.1354
H 0.1340 -2.0827 2.2343
H 1.7940 -2.5896 2.5851
H 0.5774 -3.8592 0.6677
H 2.1820 -3.2375 0.2539
S -2.9387 6.1413 -2.1211
C -1.8976 4.9048 -1.9064
S -0.7591 4.8304 -0.5890
C -0.1267 3.2360 -0.9360
C -0.6272 2.6376 -2.0331
S -0.0605 1.0624 -2.5245
S -1.7869 3.5428 -2.9831
S 1.0048 2.4899 0.1406
C -3.8374 1.5782 -0.1218
O -2.4649 1.6336 0.3041
P -1.4863 0.4083 0.6174
O -1.2497 0.5900 2.2228
C -0.9352 1.8185 2.8748
O -2.5905 -0.7452 0.7263
C -2.4353 -2.1047 1.0884
H -4.4295 2.1647 0.5797
H -4.2017 0.5545 -0.1397
H -3.9186 2.0175 -1.1110
H -1.2896 1.7319 3.9014
H -1.4358 2.6572 2.3902
H 0.1407 1.9899 2.8822
H -3.4293 -2.5424 1.0465
H -2.0357 -2.1948 2.1016
H -1.8043 -2.6394 0.3753
I -1.9724 -0.4415 -2.6251
I -4.0970 -2.4481 -2.7493
```

spin multiplicity: 2
expectation value of S²: 0.76
HOMO-LUMO gap (alpha / beta): 6.16 / 6.25 eV
energy above the lowest of the compared OMol25 structures with the same formula, charge and spin: 27.2 kcal per mole
HOMO (alpha / beta): -7.149 / -6.979 eV

C2H7N3S in the gas phase at a distorted geometry, computed with ωB97M-V with the def2-TZVPD basis set.

The geometry in XYZ format:
```
13
C2H7N3S (ωB97M-V with the def2-TZVPD basis set)
C 0.4999 -1.6442 0.0599
C -0.6293 0.5471 0.2560
H 0.6620 -1.9694 1.2608
H -0.3452 -2.3410 -0.6420
H 1.5898 -1.8053 -0.3797
H 2.3175 1.6666 -0.2773
H -1.9110 2.0917 0.1296
H -0.5175 2.3222 -1.1454
H -1.3639 -1.0121 1.3460
N 0.4719 -0.0596 -0.1857
N -1.0157 1.6649 -0.3111
N -1.3701 -0.0849 1.0297
S 1.6116 0.6239 -1.1410
```

SMILES string: [H]/N=C(/N)N(C)S
spin multiplicity: 1
HOMO-LUMO gap: 8.94 eV
energy above the lowest of the compared OMol25 structures with the same formula, charge and spin: 82.2 kcal per mole
HOMO: -8.469 eV

3 unconnected molecules or ions with the total composition C2H9NO4 at a distorted geometry, computed with ωB97M-V with the def2-TZVPD basis set.

The geometry in XYZ format:
```
16
C2H9NO4 (ωB97M-V with the def2-TZVPD basis set)
O -1.9283 1.3420 0.2459
C -0.7656 1.4781 0.5267
N 0.1241 0.4540 0.6618
C -0.1769 -0.9035 0.2899
O 0.2979 -1.2269 -1.0001
H -0.2866 2.4537 0.7151
H 0.9989 0.6251 1.1278
H -1.2487 -1.0600 0.3606
H 0.3305 -1.5771 0.9734
H -0.3577 -0.9739 -1.6596
H 4.8760 -0.3503 2.3154
H 4.9063 -1.5619 1.3948
O 4.3606 -0.8110 1.6439
H -3.1349 -0.6141 -2.2706
H -2.1222 0.3553 -1.5200
O -2.6192 0.1880 -2.3336
```

SMILES string: O=CNCO.O.O
spin multiplicity: 1
HOMO-LUMO gap: 10.99 eV
energy above the lowest of the compared OMol25 structures with the same formula, charge and spin: 18.1 kcal per mole
HOMO: -10.402 eV

2 unconnected molecules or ions with the total composition C8H16N3O at a distorted geometry, computed with ωB97M-V with the def2-TZVPD basis set.

The geometry in XYZ format:
```
28
C8H16N3O (ωB97M-V with the def2-TZVPD basis set)
C 2.1552 0.4582 0.8642
C -0.0519 -0.6736 -1.6622
C -0.7443 -1.9337 0.8974
C -1.0163 -0.4098 0.9693
C 0.2498 -0.9173 0.4117
C -1.1560 1.7337 2.3357
C 0.8660 0.9604 -3.2250
C -0.9778 0.1565 2.3572
N -0.7294 -1.4976 -2.4362
N 1.5653 -0.7481 0.6926
N 0.7192 0.3376 -1.9614
O 1.8028 1.4780 0.3139
H 3.0808 0.4646 1.4012
H -0.5608 -2.4727 1.8094
H -1.1097 -2.5107 0.1014
H -1.7874 -0.0917 0.3493
H -0.3769 2.2990 1.9592
H -1.2749 2.0722 3.3172
H -2.0927 1.8622 1.8903
H 1.4787 1.9677 -3.0293
H -0.0382 1.3041 -3.7013
H 1.4845 0.4236 -4.0852
H -1.9826 -0.1518 2.9275
H -0.1200 -0.3210 2.9336
H -1.4454 -2.0092 -2.0564
H -1.0832 -1.1321 -3.3373
H 1.9477 -1.4914 1.2210
H 1.1972 0.8429 -1.2578
```

spin multiplicity: 1
net charge: +1
HOMO-LUMO gap: 10.10 eV
energy above the lowest of the compared OMol25 structures with the same formula, charge and spin: 62.0 kcal per mole
HOMO: -13.350 eV

2 unconnected molecules or ions with the total composition H5N2OP at a distorted geometry, computed with ωB97M-V with the def2-TZVPD basis set.

The geometry in XYZ format:
```
9
H5N2OP (ωB97M-V with the def2-TZVPD basis set)
N 0.2060 -1.2227 -1.0619
N -0.5315 1.5357 0.1632
O 1.0518 -0.7734 1.2134
P -0.3877 -0.9947 0.4518
H 1.2041 -1.0345 -1.2408
H -0.4723 -0.9797 -1.7956
H -0.8915 2.1024 0.9483
H -1.2158 1.4587 -0.5203
H 1.0369 -0.0919 1.8418
```

spin multiplicity: 1
HOMO-LUMO gap (alpha / beta): 8.11 / 8.11 eV
energy above the lowest of the compared OMol25 structures with the same formula, charge and spin: 67.2 kcal per mole
HOMO (alpha / beta): -7.848 / -7.847 eV

A molecular structure, C23H36F18LiO21P3 at a distorted geometry, computed with ωB97M-V with the def2-TZVPD basis set.

The geometry in XYZ format:
```
102
C23H36F18LiO21P3 (ωB97M-V with the def2-TZVPD basis set)
Li 2.2704 1.9314 -0.8802
P 3.6973 4.5181 1.2687
F 5.2035 4.5181 0.6413
F 3.8690 5.9275 2.0905
F 3.1788 5.2947 -0.0365
F 2.0880 4.4005 1.8476
F 3.5217 3.0695 0.4961
F 4.4204 3.6493 2.5260
P 0.4148 0.1080 0.7958
F 1.6487 -0.4671 1.6575
F 1.1920 -0.1024 -0.6270
F -0.1805 -1.4570 0.7161
F -0.8881 0.5641 -0.0127
F -0.4598 0.4779 2.0937
F 1.0720 1.6478 0.6468
P 1.0424 2.9535 -3.3236
F 1.6409 3.1087 -4.7513
F 0.7252 4.5741 -3.2911
F -0.4133 2.7081 -4.0078
F 0.3224 2.9104 -1.8270
F 1.3777 1.4228 -3.2604
F 2.5380 3.2643 -2.6773
C -4.5955 0.8566 2.1068
C -3.6808 -0.2977 1.7298
O -4.4878 -1.4044 1.5294
C -5.7668 -1.1327 1.9757
O -6.7768 -1.9016 1.9798
O -5.8475 0.1798 2.3267
H -4.6451 1.5784 1.2915
H -4.3038 1.3719 3.0219
H -3.0075 -0.3598 2.5847
H -3.0157 -0.0547 0.9011
C -2.7215 -4.1670 -1.9084
C -2.0421 -3.6002 -0.6093
O -2.4689 -4.6267 0.3218
C -3.3120 -5.5097 -0.2521
O -3.7516 -6.4970 0.2775
O -3.6157 -5.2057 -1.5490
H -2.0065 -4.3780 -2.7036
H -3.3591 -3.4247 -2.3886
H -2.3919 -2.5812 -0.4438
H -0.9551 -3.5566 -0.6776
C 2.4784 -1.8554 -3.2937
C 3.6035 -2.8543 -3.0602
O 2.9990 -4.1372 -2.9285
C 1.7185 -3.9942 -3.1960
O 0.8899 -4.8886 -3.1969
O 1.3944 -2.7307 -3.5447
H 2.5577 -1.2971 -4.2265
H 2.3525 -1.2282 -2.4112
H 4.1760 -2.4947 -2.2051
H 4.3345 -2.8138 -3.8677
C 0.4770 -0.2548 5.0534
C 0.1866 -1.7228 4.6718
O 0.1774 -2.3719 5.9875
C 0.3326 -1.5045 6.9669
O 0.2052 -1.7392 8.1566
O 0.5301 -0.2477 6.4618
H -0.3419 0.3533 4.6692
H 1.3935 0.1288 4.6051
H 0.9187 -2.1336 3.9767
H -0.7313 -1.7994 4.0889
C 0.0742 3.2866 3.6400
C -1.0357 3.8840 2.7597
O -2.1964 3.4231 3.4566
C -1.8881 3.0087 4.7135
O -2.6364 2.7208 5.6566
O -0.5964 2.9350 4.8027
H 0.8876 4.0072 3.7252
H 0.5225 2.3616 3.2774
H -1.0392 3.4294 1.7690
H -1.0765 4.9719 2.8124
C 4.6840 -0.7861 0.4657
C 5.9481 -0.1408 -0.1173
O 5.7831 -0.1624 -1.5707
C 4.9873 0.6918 -2.2478
O 3.9650 1.2115 -1.7814
O 5.3221 0.7486 -3.4759
C 4.3962 1.1639 -4.5044
H 4.7809 -1.8716 0.4423
H 3.7217 -0.3359 0.2221
H 4.7357 -0.3659 1.4701
H 6.8621 -0.6636 0.1642
H 5.9742 0.9005 0.2037
H 4.4216 2.2402 -4.6751
H 3.3487 0.9669 -4.2763
H 4.5814 0.6406 -5.4424
C -1.3191 -1.0759 -2.9177
C -2.5247 -0.1327 -2.9958
O -3.6044 -0.8742 -2.3968
C -4.7373 -0.2506 -2.0124
O -5.0012 0.9510 -2.0721
O -5.5504 -1.1747 -1.6086
C -6.9406 -0.8878 -1.2820
H -1.3055 -1.9582 -3.5576
H -1.1778 -1.4452 -1.9020
H -0.4297 -0.4806 -3.1246
H -2.8277 0.1964 -3.9898
H -2.2734 0.7718 -2.4420
H -7.2912 -1.3906 -0.3806
H -7.5893 -1.4144 -1.9820
H -7.1382 0.1737 -1.1327
```

spin multiplicity: 2
expectation value of S²: 0.76
net charge: -1
HOMO-LUMO gap (alpha / beta): 9.02 / 2.30 eV
HOMO (alpha / beta): -8.915 / -8.915 eV

3 unconnected molecules or ions with the total composition C3H10O5 at a distorted geometry, computed with ωB97M-V with the def2-TZVPD basis set.

The geometry in XYZ format:
```
18
C3H10O5 (ωB97M-V with the def2-TZVPD basis set)
O -1.0737 2.7287 -1.0358
C -0.7708 1.8124 -0.2175
O -0.1741 2.1713 0.8583
C -1.0199 0.3627 -0.6157
C -0.2362 -0.5523 0.4310
O -0.7350 -1.8719 0.2462
H -0.0370 3.1173 0.9180
H -0.4006 0.1466 -1.6559
H -2.0726 0.1527 -0.7552
H -0.3130 -0.2821 1.5040
H 0.8838 -0.4194 -0.1497
H -1.3239 -2.1089 0.9964
H 1.1447 2.4931 -0.9072
H 1.6439 1.2831 -0.1457
O 1.7358 1.7115 -0.9475
H 1.6397 -3.2057 0.4019
H 0.1540 -3.6359 0.6962
O 0.9549 -3.9032 0.3780
```

SMILES string: O=C(O)CCO.O.O
spin multiplicity: 1
HOMO-LUMO gap: 10.45 eV
energy above the lowest of the compared OMol25 structures with the same formula, charge and spin: 53.5 kcal per mole
HOMO: -10.277 eV

2 unconnected molecules or ions with the total composition CH4NO4P at a distorted geometry, computed with ωB97M-V with the def2-TZVPD basis set.

The geometry in XYZ format:
```
11
CH4NO4P (ωB97M-V with the def2-TZVPD basis set)
C -2.0351 -0.5402 0.0109
N 0.0433 0.8597 0.3450
O 1.3443 -0.5188 -1.6554
O 2.5876 0.7369 0.2415
O 1.2265 -1.5221 0.6879
O -2.9872 0.2460 -0.0117
P 1.1657 -0.2762 -0.1425
H -1.7653 -0.9072 0.9459
H -1.6961 -0.9576 -0.8440
H -0.0148 1.5195 -0.4715
H 2.1311 1.3600 0.8938
```

spin multiplicity: 1
net charge: -2
HOMO-LUMO gap: 6.22 eV
energy above the lowest of the compared OMol25 structures with the same formula, charge and spin: 24.4 kcal per mole
HOMO: 0.653 eV

Number 7 is which compound?
C2H9NO4

spin multiplicity of number 1 (C2H8O5Si)?
1

Number 11 is which compound?
C3H10O5